Entry 1:
{"formula": "C22H61BrO8P", "method": "ωB97M-V/def2-TZVPD", "fmax_ev_per_a": 1.966, "lumo_energy_ev": 1.64, "spin_multiplicity": 1, "charge": -1, "species": ["C", "C", "P", "Br", "C", "C", "C", "C", "H", "H", "H", "H", "H", "H", "H", "H", "H", "H", "H", "H", "H", "C", "C", "O", "H", "H", "H", "H", "H", "H", "C", "C", "O", "H", "H", "H", "H", "H", "H", "C", "C", "O", "H", "H", "H", "H", "H", "H", "C", "C", "O", "H", "H", "H", "H", "H", "H", "C", "C", "O", "H", "H", "H", "H", "H", "H", "C", "C", "O", "H", "H", "H", "H", "H", "H", "C", "C", "O", "H", "H", "H", "H", "H", "H", "C", "C", "O", "H", "H", "H", "H", "H", "H"], "xyz": [[-5.624, -2.907, -4.474], [-5.389, -2.620, -3.332], [-5.065, -2.187, -1.515], [-4.791, -1.903, 0.878], [-4.780, -0.369, -2.025], [-4.513, 0.738, -1.022], [-5.787, 1.186, -0.318], [-3.938, 1.961, -1.776], [-6.067, -3.234, -5.383], [-3.635, -2.440, -1.648], [-5.266, -3.574, -1.196], [-6.483, -1.933, -1.327], [-5.657, -0.077, -2.603], [-3.957, -0.402, -2.736], [-3.746, 0.487, -0.298], [-5.598, 2.104, 0.231], [-6.512, 1.427, -1.094], [-6.206, 0.411, 0.308], [-4.591, 2.278, -2.579], [-3.768, 2.762, -1.059], [-2.959, 1.687, -2.156], [-1.875, 2.906, -6.221], [-1.813, 1.838, -5.141], [-2.947, 0.981, -5.188], [-2.785, 3.498, -6.112], [-1.012, 3.573, -6.168], [-1.893, 2.448, -7.213], [-1.815, 2.298, -4.153], [-0.898, 1.245, -5.241], [-2.959, 0.551, -6.048], [2.628, 1.764, -3.774], [1.852, 0.493, -4.067], [1.579, 0.359, -5.463], [2.070, 2.637, -4.118], [2.818, 1.871, -2.705], [3.590, 1.756, -4.294], [0.888, 0.513, -3.562], [2.406, -0.382, -3.721], [2.425, 0.326, -5.918], [-4.109, 3.753, 3.588], [-3.783, 3.929, 2.118], [-3.138, 5.178, 1.853], [-4.757, 4.560, 3.935], [-4.609, 2.800, 3.759], [-3.202, 3.769, 4.196], [-4.695, 3.923, 1.526], [-3.152, 3.107, 1.769], [-2.319, 5.190, 2.355], [5.684, 0.117, -1.544], [4.910, -1.147, -1.864], [4.677, -1.293, -3.261], [5.148, 0.997, -1.901], [5.840, 0.216, -0.467], [6.659, 0.096, -2.035], [3.928, -1.134, -1.393], [5.449, -2.028, -1.492], [5.533, -1.321, -3.699], [9.869, 0.286, -0.248], [9.076, -0.959, -0.601], [8.856, -1.058, -2.011], [9.349, 1.179, -0.597], [10.015, 0.365, 0.830], [10.851, 0.265, -0.726], [8.093, -0.924, -0.135], [9.585, -1.858, -0.247], [9.718, -1.097, -2.433], [7.512, -5.114, -1.403], [7.116, -4.940, 0.052], [7.505, -3.668, 0.564], [8.589, -4.991, -1.520], [7.229, -6.101, -1.771], [7.022, -4.363, -2.028], [7.616, -5.679, 0.676], [6.036, -5.075, 0.172], [7.064, -2.997, 0.034], [-5.360, 2.103, 7.460], [-4.715, 1.139, 6.481], [-3.432, 1.592, 6.057], [-5.453, 3.090, 7.007], [-6.351, 1.758, 7.757], [-4.749, 2.206, 8.361], [-5.317, 1.047, 5.580], [-4.625, 0.139, 6.926], [-2.867, 1.677, 6.830], [-2.016, -2.485, 6.372], [-2.376, -2.617, 7.839], [-2.118, -1.410, 8.558], [-0.965, -2.221, 6.260], [-2.203, -3.413, 5.831], [-2.604, -1.693, 5.902], [-1.775, -3.388, 8.319], [-3.430, -2.894, 7.950], [-2.649, -0.720, 8.150]], "lowdin_charge": [-0.0265, -0.3257, 0.1311, 0.0055, -0.3876, -0.5283, -0.1184, -0.0936, -0.0203, -0.0388, -0.0789, -0.0400, 0.0749, 0.0614, 0.0836, 0.0455, 0.0738, 0.0149, 0.0769, 0.0561, 0.0564, -0.0920, -0.3193, -0.0792, 0.0724, 0.0669, 0.0683, 0.0994, 0.0921, 0.0788, -0.0918, -0.3111, -0.0886, 0.0704, 0.0679, 0.0691, 0.1104, 0.0894, 0.0739, -0.0924, -0.3200, -0.0895, 0.0747, 0.0673, 0.0669, 0.0992, 0.1129, 0.0710, -0.0826, -0.3019, -0.0828, 0.0644, 0.0764, 0.0572, 0.1165, 0.0924, 0.0828, -0.0838, -0.3241, -0.0950, 0.0755, 0.0761, 0.0722, 0.0910, 0.1086, 0.0792, -0.0876, -0.3153, -0.0895, 0.0737, 0.0733, 0.0665, 0.1092, 0.1106, 0.0478, -0.0875, -0.3189, -0.0897, 0.0726, 0.0740, 0.0702, 0.1128, 0.0977, 0.0756, -0.0837, -0.3224, -0.0903, 0.0757, 0.0777, 0.0708, 0.1067, 0.1068, 0.0519]}

Entry 2:
{"formula": "C26H36FN3O", "method": "ωB97M-V/def2-TZVPD", "smiles": "Cc1ccccc1CC(=O)N(CCN(C)C)C[C@H]1CCCN(Cc2ccccc2F)C1", "fmax_ev_per_a": 0.590, "relative_energy_kcal_mol": 3.7, "lumo_energy_ev": 0.78, "spin_multiplicity": 1, "species": ["C", "C", "C", "C", "C", "C", "C", "C", "C", "O", "N", "C", "H", "C", "C", "C", "C", "N", "C", "H", "H", "C", "C", "C", "C", "C", "C", "C", "H", "H", "H", "H", "F", "H", "H", "H", "H", "H", "H", "H", "H", "H", "H", "C", "H", "H", "C", "N", "C", "H", "H", "H", "C", "H", "H", "H", "H", "H", "H", "H", "H", "H", "H", "H", "H", "H", "H"], "xyz": [[-1.412, -3.286, 1.414], [-0.614, -3.087, 0.167], [-0.932, -3.799, -0.983], [-0.201, -3.656, -2.148], [0.883, -2.798, -2.173], [1.207, -2.077, -1.039], [0.459, -2.189, 0.129], [0.872, -1.411, 1.348], [-0.174, -0.597, 2.108], [-0.239, -0.723, 3.321], [-0.960, 0.296, 1.457], [-0.945, 0.569, 0.037], [-0.560, -0.305, -0.490], [-0.132, 1.795, -0.430], [-0.617, 3.144, 0.103], [0.208, 4.266, -0.527], [1.695, 4.033, -0.232], [2.177, 2.737, -0.666], [1.365, 1.669, -0.112], [1.747, 0.727, -0.505], [1.504, 1.683, 0.974], [2.382, 2.632, -2.102], [3.106, 1.359, -2.448], [2.723, 0.574, -3.527], [3.376, -0.597, -3.863], [4.445, -1.014, -3.090], [4.848, -0.253, -2.004], [4.188, 0.922, -1.692], [4.489, 1.518, -0.845], [5.680, -0.578, -1.398], [4.959, -1.930, -3.334], [3.041, -1.163, -4.719], [1.671, 0.960, -4.288], [3.008, 3.481, -2.401], [1.450, 2.688, -2.685], [2.304, 4.808, -0.702], [1.854, 4.087, 0.851], [0.042, 4.288, -1.607], [-0.096, 5.233, -0.123], [-1.678, 3.287, -0.117], [-0.473, 3.184, 1.185], [-0.247, 1.803, -1.521], [-1.980, 0.715, -0.286], [-1.991, 0.959, 2.241], [-1.700, 0.867, 3.288], [-2.026, 2.016, 1.978], [-3.400, 0.388, 2.033], [-3.525, -1.023, 2.345], [-3.356, -1.295, 3.761], [-3.535, -2.354, 3.938], [-4.051, -0.712, 4.384], [-2.333, -1.073, 4.053], [-4.789, -1.544, 1.862], [-4.836, -2.611, 2.071], [-4.852, -1.402, 0.783], [-5.657, -1.056, 2.331], [-3.687, 0.516, 0.984], [-4.092, 1.000, 2.642], [1.695, -0.742, 1.090], [1.256, -2.115, 2.094], [2.066, -1.419, -1.064], [1.479, -2.690, -3.066], [-0.469, -4.222, -3.029], [-1.765, -4.487, -0.958], [-0.762, -3.394, 2.279], [-2.034, -4.174, 1.329], [-2.060, -2.427, 1.599]], "lowdin_charge": [-0.0249, -0.2145, -0.0438, -0.0842, -0.0797, -0.0473, -0.2071, -0.0366, -0.4478, 0.0301, -0.0122, -0.0929, 0.1141, -0.2545, -0.1701, -0.1692, -0.1870, -0.1613, -0.1456, 0.0947, 0.1380, -0.1331, -0.1527, -0.2262, -0.0263, -0.0850, -0.0831, -0.0336, 0.1196, 0.1024, 0.1057, 0.1175, 0.0592, 0.1371, 0.1153, 0.1177, 0.1235, 0.1090, 0.1103, 0.1180, 0.1118, 0.1454, 0.1261, -0.1216, 0.1179, 0.1055, -0.1900, -0.2942, -0.0895, 0.0863, 0.0907, 0.0646, -0.1054, 0.0812, 0.0836, 0.0871, 0.1075, 0.1263, 0.1103, 0.1356, 0.0967, 0.0894, 0.0999, 0.1077, 0.0908, 0.0823, 0.0602]}